No. 1
Computed, not measured: an isolated ion of composition C4H8NO2S and charge -1, with wB97M-V/def2-TZVPD.

Output
* total charge: -1
* 2S+1: 1
* frontier orbital gap: 7.248 eV
* relative energy (zero: lowest compared OMol25 entry of this formula, charge and spin): 45.7 kJ/mol
* SMILES string: N[C@H](CCS)C(=O)[O-]

Atoms and positions in Å:
O1 2.1729 -0.2821 -1.3870
C1 1.0429 -0.2121 -1.9073
O2 0.7551 -0.1017 -3.1236
C2 -0.1938 -0.0312 -0.9508
C3 0.3010 -0.1489 0.5169
C4 -0.6945 -0.8311 1.4151
S1 -0.3854 -0.5581 3.2237
N1 -0.8279 1.2835 -1.1176
H1 -0.9843 -0.7648 -0.9940
H2 0.4832 0.8434 0.9167
H3 1.2920 -0.5721 0.5663
H4 -1.7001 -0.4211 1.2930
H5 -0.8393 -1.9076 1.3282
H6 0.6392 0.2868 3.1054
H7 -0.1842 1.9796 -0.7636
H8 -0.8766 1.4376 -2.1214

No. 2
Computed, not measured: a 4-piece molecular cluster, C23H26F24INO6S overall, with wB97M-V/def2-TZVPD.

Output
* 2S+1: 1
* frontier orbital gap: 9.523 eV
* relative energy (zero: lowest compared OMol25 entry of this formula, charge and spin): 0.0 kJ/mol
* SMILES string: COC[C@H](O)O[C@H](C[C@H](C)I)N=C=S.FC(F)C(F)(F)COC(F)(F)C(F)F.FC(F)C(F)(F)COC(F)(F)C(F)F.FC(F)C(F)(F)COC(F)(F)C(F)F

Atoms and positions in Å:
C1 -3.0338 -7.1358 -0.1571
O1 -2.2224 -8.2453 0.1402
C2 -0.8407 -7.9513 0.2164
C3 -0.3308 -7.7331 1.6699
O2 -1.3446 -7.6583 2.6098
O3 0.5947 -6.6354 1.7004
C4 0.0883 -5.3981 2.0940
C5 1.0147 -4.2876 1.5935
C6 0.9368 -4.0058 0.0950
C7 1.6757 -5.0045 -0.7934
I1 1.8850 -2.0639 -0.1637
N1 0.0153 -5.2549 3.5765
C8 0.8584 -5.7917 4.2511
S1 1.9647 -6.4657 5.1134
H1 -4.0220 -7.4953 -0.4463
H2 -3.1781 -6.4605 0.7025
H3 -2.6346 -6.5350 -0.9834
H4 -0.3088 -8.8038 -0.2100
H5 -0.6282 -7.0713 -0.3986
H6 0.2600 -8.6033 1.9611
H7 -2.0799 -7.1259 2.2914
H8 -0.9103 -5.2258 1.6779
H9 2.0406 -4.4691 1.9241
H10 0.6822 -3.3891 2.1221
H11 -0.0896 -3.8341 -0.2290
H12 2.5513 -5.4065 -0.2860
H13 1.0211 -5.8391 -1.0550
H14 1.9546 -4.5323 -1.7355
C9 1.3077 2.4373 -3.0178
C10 2.3952 1.4287 -2.6206
C11 3.8527 1.8616 -2.7962
F1 4.1380 2.0856 -4.0934
F2 4.6575 0.8678 -2.3552
F3 2.1841 0.2517 -3.2437
F4 2.2392 1.2173 -1.2803
O4 0.6886 2.2579 -4.2828
C12 1.1814 2.8209 -5.4295
C13 1.5659 1.7448 -6.4514
F5 2.5403 0.9587 -5.9594
F6 2.0278 2.3484 -7.5697
F7 2.1842 3.6746 -5.1922
F8 0.1714 3.5424 -5.9852
H15 0.5007 2.2687 -2.3061
H16 1.6422 3.4624 -2.8665
H17 4.0606 2.7650 -2.2165
H18 0.6969 1.1321 -6.6986
C14 -2.1855 8.4115 -2.4830
C15 -2.3182 7.8712 -1.0498
C16 -1.1690 8.1449 -0.0753
F9 -0.0311 7.5526 -0.4885
F10 -1.4918 7.6303 1.1324
F11 -2.5849 6.5491 -1.0808
F12 -3.4045 8.4963 -0.5106
O5 -1.7757 7.4980 -3.4838
C17 -0.4556 7.2876 -3.7773
C18 -0.0657 5.8244 -3.5511
F13 -0.2354 5.4824 -2.2554
F14 1.2455 5.6642 -3.8539
F15 0.3576 8.1237 -3.1079
F16 -0.2858 7.5358 -5.0941
H19 -3.2015 8.6776 -2.7700
H20 -1.6066 9.3351 -2.5126
H21 -1.0010 9.2196 0.0350
H22 -0.6684 5.1643 -4.1766
C19 0.4480 0.4959 4.2738
C20 -0.8679 0.9363 3.6035
C21 -1.9457 1.5866 4.4787
F17 -2.4099 0.7371 5.4127
F18 -2.9854 1.9362 3.6854
F19 -1.4030 -0.0994 2.9259
F20 -0.5246 1.8914 2.6904
O6 0.5785 -0.8825 4.5931
C22 0.0961 -1.3809 5.7784
C23 -0.9518 -2.4747 5.5401
F21 -2.0129 -1.9746 4.8754
F22 -1.3798 -2.9338 6.7387
F23 -0.3598 -0.4148 6.5944
F24 1.1346 -1.9699 6.4166
H23 1.2174 0.6671 3.5227
H24 0.7070 1.1301 5.1216
H25 -1.5579 2.4867 4.9637
H26 -0.5192 -3.2955 4.9638

No. 3
Computed, not measured: C47H43F8N5O11P2S2W as an isolated structure, with wB97M-V/def2-TZVPD.

Output
* 2S+1: 1
* frontier orbital gap: 5.475 eV

Atoms and positions in Å:
W1 -0.0768 0.7582 0.3639
O1 -1.4693 -1.3363 3.5879
P1 -0.6068 -0.2382 2.8584
O2 -1.4273 0.8847 2.2866
O3 0.1730 -0.8617 1.7350
O4 0.3764 0.2941 3.9777
P2 1.5557 1.2970 3.3449
O5 2.7061 0.2070 3.0440
O6 1.9647 2.2864 4.3229
O7 0.9976 1.6793 1.9883
H1 -1.8989 -1.0514 4.3915
H2 3.3164 0.1962 3.7837
O8 -8.9501 -3.6960 0.2245
S1 -8.2236 -2.9625 1.2385
O9 -6.8230 -3.3389 1.3670
O10 -8.8985 -2.7175 2.4952
C1 -8.0946 -1.2506 0.5407
N1 -9.1151 -0.4440 0.3241
C2 -8.8201 0.7688 -0.1142
C3 -7.5128 1.2472 -0.2002
C4 -6.5108 0.3226 0.0852
N2 -6.8395 -0.9382 0.3756
C5 -5.0653 0.5328 0.0978
C6 -4.3915 1.6632 -0.3641
C7 -3.0121 1.6683 -0.3464
N3 -2.2631 0.6168 0.0349
C8 -2.9206 -0.4615 0.5061
C9 -4.2880 -0.5328 0.5742
H3 -9.6635 1.3951 -0.3748
H4 -7.3064 2.2728 -0.4591
H5 -4.9252 2.5155 -0.7540
H6 -2.4514 2.5337 -0.6830
H7 -2.3187 -1.3046 0.8371
H8 -4.7972 -1.4106 0.9466
C10 2.0238 2.7006 -2.7897
C11 0.9211 3.7547 -2.8307
C12 -0.4162 3.1918 -3.3116
C13 0.7480 4.4216 -1.4891
C14 1.1334 5.7470 -1.3867
C15 0.8975 6.4874 -0.2454
C16 0.1886 5.9035 0.7871
C17 -0.1940 4.5759 0.7442
C18 -1.0692 4.0301 1.8456
C19 -2.4919 4.5866 1.6816
C20 -0.5309 4.3757 3.2363
C21 0.1546 3.7638 -0.3750
N4 -0.0762 2.4242 -0.3327
H9 2.1589 2.2681 -3.7780
H10 1.7639 1.9238 -2.0722
H11 2.9637 3.1551 -2.4846
H12 1.2351 4.5221 -3.5452
H13 -0.8369 2.5382 -2.5502
H14 -0.2856 2.6395 -4.2388
H15 -1.1183 4.0023 -3.4939
H16 1.6176 6.2149 -2.2314
H17 1.2056 7.5188 -0.1791
H18 -0.0764 6.5024 1.6437
H19 -1.1016 2.9350 1.7355
H20 -2.5070 5.6468 1.9279
H21 -3.1821 4.0645 2.3407
H22 -2.8347 4.4770 0.6547
H23 -0.5880 5.4472 3.4225
H24 0.5039 4.0589 3.3402
H25 -1.1202 3.8699 3.9967
O11 -0.5796 -1.6775 -0.4346
S2 0.0301 -2.9290 -0.9984
C22 -0.1740 -4.1903 0.3388
C23 0.9880 -4.1134 1.2743
C24 2.2689 -4.3928 0.8022
C25 3.3517 -4.3780 1.6629
C26 3.1691 -4.0668 3.0013
C27 1.9026 -3.7613 3.4689
C28 0.8154 -3.7865 2.6123
C29 -1.2437 -3.5780 -2.2002
C30 -2.3940 -4.2764 -1.5617
C31 -3.4709 -3.5423 -1.0743
C32 -4.5255 -4.1785 -0.4444
C33 -4.5003 -5.5555 -0.2912
C34 -3.4401 -6.2976 -0.7837
C35 -2.3873 -5.6593 -1.4145
H26 -0.2103 -5.1647 -0.1459
H27 -1.1241 -3.9916 0.8329
H28 2.4082 -4.6316 -0.2430
H29 4.3370 -4.6258 1.2955
H30 4.0094 -4.0713 3.6781
H31 1.7540 -3.5199 4.5096
H32 -0.1705 -3.5596 2.9868
H33 -0.6821 -4.2281 -2.8689
H34 -1.5706 -2.6938 -2.7456
H35 -3.4792 -2.4702 -1.2099
H36 -5.3700 -3.6281 -0.0533
H37 -5.3258 -6.0333 0.2080
H38 -3.4300 -7.3717 -0.6839
H39 -1.5605 -6.2303 -1.8132
F1 -2.1486 0.4359 -2.4442
C36 -0.9328 0.0292 -2.8803
C37 0.1608 0.0627 -1.9964
C38 1.2883 -0.4421 -2.6702
F2 2.4811 -0.5236 -2.0263
C39 1.3555 -0.8880 -3.9899
F3 2.5166 -1.3474 -4.4717
C40 0.2272 -0.8556 -4.7955
F4 0.2597 -1.2557 -6.0668
C41 -0.9417 -0.3942 -4.2075
F5 -2.0791 -0.3608 -4.9094
F6 7.0097 0.5618 1.2599
C42 6.3975 -0.3088 0.4424
F7 6.7492 -1.5344 0.8476
F8 6.9375 -0.1324 -0.7738
C43 4.9058 -0.1076 0.4322
C44 4.3829 1.1754 0.2664
C45 3.0153 1.3345 0.2171
N5 2.1475 0.3045 0.3033
C46 2.6652 -0.9142 0.5261
C47 4.0205 -1.1685 0.5876
H40 5.0378 2.0274 0.1783
H41 2.5690 2.3189 0.1176
H42 1.9604 -1.7264 0.6599
H43 4.3765 -2.1713 0.7596

No. 4
Computed, not measured: a 10-piece molecular cluster, C35H53ClNO19 overall, with wB97M-V/def2-TZVPD.

Output
* total charge: -1
* 2S+1: 1
* frontier orbital gap: 8.853 eV
* relative energy (zero: lowest compared OMol25 entry of this formula, charge and spin): 0.0 kJ/mol

Atoms and positions in Å:
Cl1 10.5835 -16.7987 22.0860
O1 9.7627 -16.9909 20.9027
O2 11.9047 -17.3364 21.8369
O3 10.6759 -15.3991 22.3918
O4 9.9283 -17.4809 23.1861
O5 9.9747 -22.4929 22.1223
C1 10.8508 -21.8893 22.6736
O6 10.6389 -21.1163 23.7497
C2 11.8823 -20.5619 24.2030
C3 12.8240 -20.6417 23.0210
C4 12.3437 -21.9031 22.3164
H1 12.2083 -21.1778 25.0478
H2 11.7605 -19.5513 24.5834
H3 13.8926 -20.6584 23.2281
H4 12.6957 -19.7549 22.3947
H5 12.7489 -22.8184 22.7538
H6 12.4770 -21.9407 21.2399
O7 7.0570 -12.0612 26.7549
C5 7.3827 -13.1388 26.3388
O8 6.8336 -13.6689 25.2405
C6 7.4394 -14.9148 24.8911
C7 8.8055 -14.8796 25.5609
C8 8.5286 -14.0229 26.7943
H7 7.4317 -15.0934 23.8205
H8 6.9428 -15.8009 25.3065
H9 9.4793 -14.3362 24.8930
H10 9.2346 -15.8483 25.7934
H11 9.4031 -13.4674 27.1269
H12 8.2555 -14.6490 27.6494
O9 15.6337 -19.5958 21.8519
C9 15.5176 -19.1989 20.7225
O10 16.5190 -19.3193 19.8296
C10 16.2020 -18.5980 18.6252
C11 15.0866 -17.6147 18.9904
C12 14.4485 -18.2611 20.2065
H13 15.8641 -19.3052 17.8635
H14 17.1085 -18.1163 18.2671
H15 14.4174 -17.4508 18.1472
H16 15.5352 -16.6374 19.1930
H17 13.6259 -18.8842 19.8362
H18 14.0816 -17.6140 20.9947
O11 3.5498 -15.2769 23.1453
C13 4.4943 -15.8536 22.6897
O12 5.2557 -15.3300 21.7092
C14 6.3779 -16.1784 21.3676
C15 6.1748 -17.4785 22.1357
C16 5.1321 -17.1430 23.1866
H19 7.2699 -15.6440 21.6919
H20 6.3364 -16.3137 20.2897
H21 7.1267 -17.9180 22.4348
H22 5.7472 -18.2450 21.4820
H23 5.5024 -16.6605 24.1001
H24 4.4385 -17.9345 23.4407
O13 12.0918 -17.0882 17.2797
C17 11.3722 -16.2429 17.7373
O14 10.1148 -16.1126 17.2855
C18 9.3712 -15.2004 18.0963
C19 10.4052 -14.3486 18.8152
C20 11.7274 -15.1531 18.7379
H25 8.7786 -15.7510 18.8281
H26 8.6896 -14.5793 17.5184
H27 10.1304 -14.2140 19.8628
H28 10.5448 -13.3605 18.3816
H29 12.0666 -15.6636 19.6373
H30 12.4780 -14.4788 18.3337
O15 9.9984 -20.9582 29.0913
C21 10.0016 -19.9316 28.4771
O16 10.6644 -19.7736 27.3136
C22 10.5490 -18.4559 26.7659
C23 10.1403 -17.6129 27.9861
C24 9.3296 -18.6154 28.8135
H31 9.8404 -18.4720 25.9342
H32 11.5361 -18.1890 26.3959
H33 9.6077 -16.7191 27.6763
H34 11.0499 -17.3562 28.5283
H35 8.2662 -18.5388 28.5928
H36 9.4669 -18.4527 29.8827
O17 13.6404 -11.9598 23.3137
C25 14.3235 -12.8852 22.9898
O18 15.6617 -12.8476 23.2068
C26 16.3104 -14.0656 22.8289
C27 15.1690 -15.0552 22.6512
C28 13.9464 -14.1782 22.3216
H37 17.0118 -14.3684 23.6043
H38 16.8624 -13.8755 21.9052
H39 14.9756 -15.6998 23.5078
H40 15.3827 -15.7477 21.8305
H41 13.0739 -14.6104 22.8022
H42 13.8227 -14.0076 21.2534
N1 12.6622 -16.6064 24.7557
C29 12.4487 -15.6672 25.7190
C30 13.3947 -15.7838 26.7051
C31 14.2365 -16.8640 26.3348
C32 13.7000 -17.3912 25.1895
H43 12.0810 -16.7482 23.9505
H44 11.6708 -14.9266 25.6199
H45 13.4656 -15.1092 27.5430
H46 15.1366 -17.1830 26.8317
H47 14.0447 -18.2317 24.6032
C33 8.9732 -19.0900 18.2877
C34 7.8673 -19.8600 18.9802
O19 6.8601 -20.1691 18.3868
C35 8.0959 -20.2732 20.4180
H48 8.4974 -18.5158 17.4892
H49 9.6978 -19.7155 17.7634
H50 9.5131 -18.4028 18.9363
H51 8.3138 -19.3669 20.9887
H52 8.9204 -20.9786 20.4964
H53 7.1651 -20.7009 20.7858

No. 5
Computed, not measured: C46H34AsBrIrN7 as an isolated structure, with wB97M-V/def2-TZVPD.

Output
* total charge: +2
* 2S+1: 1
* frontier orbital gap: 6.151 eV
* relative energy (zero: lowest compared OMol25 entry of this formula, charge and spin): 11.1 kJ/mol

Atoms and positions in Å:
Ir1 0.6346 0.8178 0.6776
N1 -0.9065 3.1346 -2.6581
C1 -0.8192 2.3378 -1.6129
N2 0.3072 2.0331 -1.0083
C2 1.5084 2.5683 -1.5004
N3 2.6596 2.3142 -0.9468
N4 2.4783 1.4960 0.1339
C3 3.4619 1.1204 0.8640
C4 3.1047 0.2731 2.0106
C5 4.0295 -0.1501 2.9425
C6 3.5939 -0.8623 4.0545
C7 2.2447 -1.1205 4.2037
C8 1.3593 -0.6806 3.2289
N5 1.7797 -0.0121 2.1543
C9 1.4574 3.4295 -2.6700
C10 2.6113 3.9876 -3.2364
C11 2.5062 4.8116 -4.3324
C12 1.2519 5.0997 -4.8816
C13 0.1055 4.5587 -4.3411
C14 0.2202 3.7211 -3.2370
H1 -1.8150 3.3046 -3.0650
H2 -1.7324 1.8942 -1.2535
H3 4.4778 1.4323 0.6461
H4 5.0745 0.0937 2.8052
H5 4.3032 -1.2001 4.7980
H6 1.8683 -1.6583 5.0621
H7 0.2923 -0.8561 3.2834
H8 3.5715 3.7596 -2.7966
H9 3.3957 5.2432 -4.7693
H10 1.1772 5.7532 -5.7401
H11 -0.8677 4.7798 -4.7617
N6 -7.8126 -3.3552 4.0886
C15 -6.8474 -2.8814 3.6850
C16 -5.6363 -2.2835 3.1841
C17 -5.6965 -1.0959 2.4609
C18 -4.5304 -0.5145 1.9975
C19 -3.2933 -1.1059 2.2565
C20 -3.2459 -2.3045 2.9706
C21 -4.4088 -2.8935 3.4302
C22 -2.0806 -0.4805 1.7982
C23 -1.0615 0.0365 1.3985
H12 -6.6566 -0.6351 2.2732
H13 -4.5708 0.4070 1.4310
H14 -2.2883 -2.7742 3.1516
H15 -4.3761 -3.8244 3.9795
Br1 -2.3051 2.9695 1.2743
C24 -0.8157 3.0712 2.4154
C25 -1.0206 3.7672 3.5957
C26 0.0491 3.9838 4.4406
C27 1.3020 3.5442 4.0486
C28 1.4121 2.8503 2.8663
N7 0.3740 2.5616 2.0564
H16 -2.0061 4.1426 3.8269
H17 -0.0917 4.5085 5.3762
H18 2.1825 3.7364 4.6447
H19 2.3801 2.5202 2.5280
C29 -0.9666 -5.1700 0.9857
C30 0.0016 -4.4111 1.6323
C31 0.3873 -3.1899 1.1060
C32 -0.1910 -2.7256 -0.0699
C33 -1.1407 -3.4926 -0.7315
C34 -1.5314 -4.7142 -0.1949
As1 0.4727 -1.0890 -0.8329
C35 1.9990 -1.7304 -1.8161
C36 3.2996 -1.3831 -1.4781
C37 4.3697 -1.9507 -2.1579
C38 4.1384 -2.8666 -3.1716
C39 2.8374 -3.2244 -3.5045
C40 1.7676 -2.6626 -2.8273
C41 -0.8285 -0.6095 -2.1655
C42 -0.4485 -0.2569 -3.4557
C43 -1.4193 0.0955 -4.3863
C44 -2.7611 0.0920 -4.0277
C45 -3.1386 -0.2506 -2.7332
C46 -2.1741 -0.5991 -1.7970
H20 -1.2737 -6.1214 1.3991
H21 0.4586 -4.7783 2.5426
H22 1.1518 -2.6072 1.6014
H23 -1.5886 -3.1495 -1.6553
H24 -2.2743 -5.3111 -0.7070
H25 3.4870 -0.6817 -0.6807
H26 5.3833 -1.6808 -1.8920
H27 4.9716 -3.3082 -3.7017
H28 2.6566 -3.9484 -4.2878
H29 0.7572 -2.9581 -3.0835
H30 0.5972 -0.2594 -3.7403
H31 -1.1278 0.3541 -5.3962
H32 -3.5168 0.3397 -4.7620
H33 -4.1856 -0.2624 -2.4581
H34 -2.4601 -0.8628 -0.7845

No. 6
Computed, not measured: a 2-piece molecular cluster, CH3NO2S overall, with wB97M-V/def2-TZVPD.

Output
* 2S+1: 1
* frontier orbital gap (alpha / beta): 7.938 / 7.934 eV
* relative energy (zero: lowest compared OMol25 entry of this formula, charge and spin): 269.1 kJ/mol

Atoms and positions in Å:
C1 -1.4157 0.7749 0.3654
N1 1.2590 0.0696 -0.3591
O1 -2.2080 1.4614 0.9495
O2 -0.1922 -2.0106 0.0958
S1 0.3478 -0.9196 0.7659
H1 -1.3440 0.6151 -0.7197
H2 1.9996 0.5070 0.1247
H3 1.5535 -0.4978 -1.2225